1.
The following is a quantum chemistry calculation of the molecule C17H25NO10 in a non-equilibrium geometry, from the OMol25 dataset.

Geometry as XYZ:
```
53
Properties=species:S:1:pos:R:3:forces:R:3:lowdin_charge:R:1
C -2.7218 5.7793 2.5007 0.2 -0.3 -0.1 -0.0599
C -1.5480 5.1876 1.7352 -0.2 0.5 -0.2 -0.2094
O -1.4457 3.7757 1.9476 0.2 0.0 0.3 -0.0162
C -2.2194 2.9868 1.1984 -0.2 -0.5 0.1 -0.4976
O -2.9776 3.3831 0.3557 -0.1 0.1 -0.1 0.1259
C -1.9814 1.5250 1.5218 0.1 0.2 -0.1 -0.0287
C -0.8554 0.9784 0.6359 0.2 0.1 0.1 -0.1594
C -0.6668 -0.5432 0.8166 -0.2 0.2 -0.4 -0.1301
C -0.3652 -1.3016 -0.4837 0.1 -0.2 0.0 -0.0723
C -1.4588 -2.2461 -0.9372 0.2 0.5 -0.1 -0.4631
O -1.9869 -2.1949 -2.0136 -0.1 -0.1 -0.1 0.1389
O -1.7567 -3.1312 0.0139 0.1 -0.1 0.4 -0.0033
C -2.7201 -4.1377 -0.3152 -0.3 -0.3 -0.3 -0.2011
C -2.0706 -5.2867 -1.0710 0.0 0.4 0.2 -0.0548
C 0.9348 -2.0487 -0.0998 -0.4 -0.3 -0.1 -0.1764
C 1.8044 -2.3171 -1.3191 0.0 0.1 0.4 -0.4290
O 2.8871 -1.8551 -1.5327 0.1 0.0 -0.1 0.1502
O 1.1630 -3.1578 -2.1314 -0.4 -0.1 0.2 -0.0222
C 1.8192 -3.4667 -3.3580 0.2 0.0 -0.2 -0.0251
O 1.5809 -1.2079 0.8017 0.5 0.7 -0.1 0.0014
N 0.5395 -0.6947 1.6756 -0.3 -1.1 0.5 -0.0173
O 0.9123 0.5547 2.0807 0.4 0.3 0.1 0.0040
C 0.5174 1.4970 1.0825 -0.1 -0.1 -0.6 -0.1400
C 1.5334 1.5232 -0.0730 -0.6 0.0 0.1 -0.4291
O 1.2517 1.2501 -1.2129 0.1 0.0 -0.1 0.1262
O 2.7084 1.9152 0.3687 0.2 0.1 0.4 0.0315
C 3.8181 1.9057 -0.5390 0.4 -0.1 -0.4 -0.1930
C 4.6864 0.6823 -0.2961 -0.4 0.2 0.1 -0.0484
H -2.7343 6.8573 2.3697 0.0 0.1 0.0 0.0782
H -2.6343 5.5503 3.5600 0.0 0.0 0.1 0.0788
H -3.6551 5.3680 2.1245 -0.1 0.0 0.0 0.0761
H -0.5993 5.5958 2.0894 -0.1 -0.1 -0.1 0.1242
H -1.6606 5.3750 0.6626 0.1 0.0 0.2 0.1240
H -1.7093 1.4160 2.5720 -0.1 0.0 0.0 0.1395
H -2.9022 0.9802 1.3107 0.0 0.1 0.0 0.1350
H -1.0508 1.2289 -0.4084 0.0 -0.1 0.1 0.1611
H -1.4975 -1.0011 1.3582 0.1 0.1 -0.1 0.1599
H -0.1546 -0.6005 -1.2967 -0.1 -0.2 0.2 0.1534
H -3.5120 -3.6838 -0.9192 0.1 -0.1 0.2 0.1235
H -3.1220 -4.4687 0.6441 0.0 0.1 -0.1 0.1247
H -1.2665 -5.7196 -0.4811 0.1 -0.1 0.0 0.0797
H -2.8125 -6.0524 -1.2782 -0.1 -0.1 0.0 0.0785
H -1.6621 -4.9246 -2.0112 0.0 0.0 -0.1 0.0741
H 0.6790 -3.0089 0.3771 0.1 0.1 -0.1 0.1735
H 2.7198 -4.0526 -3.1656 -0.1 0.0 0.0 0.0997
H 1.1056 -4.0389 -3.9443 0.0 0.0 0.0 0.0953
H 2.0961 -2.5480 -3.8771 0.0 -0.1 0.0 0.1011
H 0.4961 2.4705 1.5752 0.0 -0.1 -0.1 0.1629
H 4.3656 2.8298 -0.3345 -0.1 -0.1 -0.1 0.1232
H 3.4358 1.9159 -1.5641 0.1 0.1 0.2 0.1198
H 4.1277 -0.2225 -0.5208 0.0 0.0 0.0 0.0512
H 5.0032 0.6518 0.7431 0.1 0.0 0.1 0.0814
H 5.5619 0.7271 -0.9374 0.1 0.0 -0.1 0.0794
```
Positions in Å, forces in eV/Å.

Summary:
**Structure (SMILES)**: CCOC(=O)C[C@@H]1[C@H]2[C@H](C(=O)OCC)[C@@H](C(=O)OC)ON2O[C@H]1C(=O)OCC
**LUMO**: 0.028 Eh
**HOMO energy**: -9.27 eV
**Calculated total energy**: -39997.9952 eV
**Molecular weight**: 403.38 Da


2.
The following is a quantum chemistry calculation of a cluster of 7 separate species, C17H26Cl12O7PS in total in a non-equilibrium geometry, from the OMol25 dataset.

Geometry as XYZ:
```
64
Properties=species:S:1:pos:R:3:forces:R:3:lowdin_charge:R:1
O -7.5880 -1.5523 4.5141 1.3 -0.1 0.6 -0.0016
C -7.5922 -2.4140 3.6335 -1.3 0.6 0.7 -0.7499
O -8.5324 -2.6652 2.8800 -0.4 -1.0 -1.4 0.0028
C -6.3894 -3.2962 3.3729 1.1 -0.2 0.1 0.0237
C -5.2623 -2.9819 2.7282 0.2 0.6 -1.2 -0.1731
P -4.7169 -1.4412 1.9731 2.6 0.5 1.3 0.2791
O -5.7660 -0.2653 2.2056 -0.6 -1.0 -1.1 -0.1771
O -4.4190 -1.6323 0.3849 -0.9 -0.5 0.7 -0.2759
S -3.0557 -0.9137 2.8602 -0.1 0.0 0.0 0.2529
C -4.3280 -4.1669 2.6875 -1.2 1.1 -0.4 -0.4302
O -3.1727 -4.2358 2.4370 -0.1 -0.6 -0.2 0.1382
O -5.1350 -5.2543 3.0367 1.0 -0.7 0.9 0.1301
C -6.1594 -4.7475 3.7903 -1.8 1.6 0.1 -0.3825
O -6.7728 -5.3069 4.6381 0.4 -0.9 -0.2 0.1829
H -5.2255 0.5365 2.1912 0.0 0.2 0.2 0.0580
H -3.4913 -1.9554 0.2744 -1.3 0.2 0.4 -0.0926
Cl 0.7973 -0.3780 1.7376 0.0 0.0 0.1 0.5658
C 0.9627 -1.2104 0.1662 0.0 -0.1 0.1 -0.6579
C -0.1142 -0.8098 -0.8090 0.3 -0.3 0.1 -0.6781
Cl -1.7269 -1.4101 -0.3258 1.0 0.3 -0.5 0.6708
H 0.9575 -2.2825 0.3523 -0.1 0.0 0.1 0.0787
H 1.9341 -0.9380 -0.2317 0.0 0.1 0.0 0.0035
H 0.0957 -1.2324 -1.7877 0.0 -0.1 0.3 -0.0436
H -0.1778 0.2662 -0.9113 -0.1 0.0 0.1 0.0041
Cl -0.6116 2.3788 -2.3777 0.0 0.1 0.0 0.5906
C -0.7314 2.1358 -4.1372 0.1 0.0 -0.1 -0.6567
C -1.4696 0.8720 -4.5034 -0.1 0.0 -0.1 -0.6374
Cl -0.5680 -0.6172 -4.0918 -0.1 0.2 -0.3 0.5941
H 0.2769 2.1427 -4.5457 0.0 -0.1 0.1 0.0703
H -1.2687 2.9944 -4.5339 -0.1 -0.1 0.0 0.0144
H -1.6300 0.8485 -5.5802 0.0 0.0 0.0 0.0638
H -2.4377 0.8195 -4.0111 0.0 0.0 0.1 0.0588
Cl 2.6373 -1.1017 -2.6681 0.1 0.0 -0.4 0.6113
C 4.3057 -1.6476 -2.3713 0.1 0.1 0.1 -0.6573
C 4.6474 -2.9040 -3.1298 0.1 0.0 -0.1 -0.6597
Cl 3.7548 -4.3207 -2.5196 0.0 0.0 0.0 0.5422
H 4.4147 -1.7819 -1.2984 0.0 0.0 -0.1 -0.0206
H 4.9635 -0.8382 -2.6852 0.0 0.0 0.0 0.0764
H 5.7081 -3.1235 -3.0151 0.0 0.0 0.1 0.0709
H 4.4306 -2.8014 -4.1906 -0.1 0.0 0.0 0.0661
Cl -3.0193 3.7500 -6.5344 0.0 0.0 -0.1 0.5636
C -4.5165 4.5631 -6.0104 -0.1 0.2 0.0 -0.6526
C -4.6769 4.5335 -4.5110 0.0 0.0 0.1 -0.6615
Cl -4.9881 2.8895 -3.9038 0.1 0.0 0.0 0.5629
H -5.3527 4.0829 -6.5124 0.0 -0.1 0.0 0.0683
H -4.4565 5.5939 -6.3563 0.1 0.0 0.0 0.0712
H -5.5285 5.1470 -4.2209 0.0 0.0 -0.1 0.0730
H -3.7916 4.9158 -4.0080 0.0 -0.1 0.0 0.0689
Cl 4.5038 1.3941 0.5290 0.0 0.0 -0.1 0.5382
C 4.4800 0.4366 2.0352 0.0 -0.1 0.1 -0.6743
C 5.6657 -0.4940 2.1276 -0.1 0.1 0.0 -0.6820
Cl 5.5657 -1.7991 0.9145 0.2 -0.1 0.1 0.5868
H 3.5382 -0.1081 2.0730 0.0 0.0 -0.1 0.0215
H 4.4986 1.1425 2.8605 0.1 0.0 0.0 0.0191
H 5.6942 -0.9692 3.1029 -0.1 -0.1 0.0 0.0311
H 6.6050 0.0346 1.9787 0.0 0.0 -0.1 0.0610
Cl 5.9355 0.8402 5.0969 0.1 0.1 0.3 0.6144
C 7.1395 2.1261 4.8250 0.2 0.0 0.0 -0.6370
C 6.6553 3.4658 5.3164 0.0 0.1 0.0 -0.6639
Cl 5.3102 4.0893 4.3302 0.0 0.0 0.0 0.5536
H 7.3708 2.1526 3.7621 -0.1 0.0 0.0 0.0691
H 8.0401 1.8366 5.3643 0.0 0.0 0.1 0.0730
H 7.4626 4.1939 5.2519 0.0 0.0 -0.1 0.0718
H 6.3212 3.4139 6.3498 -0.1 0.0 0.0 0.0682
```
Positions in Å, forces in eV/Å.

Summary:
**LUMO**: 0.056 Eh
**Total charge**: -1
**HOMO energy**: -4.96 eV
**Calculated total energy**: -202781.2067 eV
**Molecular weight**: 830.87 Da


3.
The following is a quantum chemistry calculation of a structure of composition C17H26FN4Pd, from the OMol25 dataset.

Geometry as XYZ:
```
49
Properties=species:S:1:pos:R:3:forces:R:3:lowdin_charge:R:1
Pd 0.2778 0.2977 -1.7920 0.0 0.0 -0.5 0.7931
N 1.8356 -1.2703 -2.4827 -0.1 0.1 0.3 -0.0177
C 3.0722 -0.4633 -2.4440 0.1 -0.1 0.0 -0.2349
C 3.1971 0.2351 -1.0955 0.0 0.0 0.0 -0.1889
N 2.0307 1.0732 -0.7718 0.1 0.1 0.2 -0.1703
C 2.1278 2.5088 -1.0803 0.0 0.0 0.0 -0.1909
C 1.5643 2.8520 -2.4528 0.0 0.1 0.0 -0.2268
N 0.1613 2.3924 -2.5474 0.0 -0.1 0.3 -0.0260
H 1.9147 -2.0619 -1.8523 0.0 0.0 0.0 0.0910
H 1.6630 -1.6458 -3.4074 0.0 0.0 0.0 0.0935
H 3.0184 0.2620 -3.2556 0.0 0.0 0.0 0.1047
H 3.9691 -1.0682 -2.6047 0.0 0.0 0.0 0.1201
H 4.1226 0.8172 -1.0629 0.0 0.0 0.0 0.1238
H 3.2745 -0.5296 -0.3185 0.0 0.0 0.0 0.1232
H 1.7716 0.9523 0.2060 0.0 0.0 0.0 0.0724
H 3.1588 2.8657 -1.0002 0.0 0.0 0.0 0.1242
H 1.5446 3.0414 -0.3250 0.0 0.0 0.0 0.1246
H 2.1272 2.3555 -3.2426 0.0 0.0 0.0 0.1063
H 1.6539 3.9298 -2.6125 0.0 0.0 0.0 0.1214
H -0.1894 2.4585 -3.4954 0.0 0.0 0.0 0.0967
H -0.4371 2.9747 -1.9702 0.0 0.0 0.0 0.0976
F -3.1106 -2.1631 2.2515 0.0 0.0 0.0 0.0757
C -2.7138 -1.7617 1.0324 0.0 0.0 0.0 -0.2840
C -1.8838 -2.5858 0.2975 0.0 0.0 0.0 -0.0080
C -1.4735 -2.1588 -0.9538 0.0 0.0 0.0 -0.0480
C -1.8883 -0.9227 -1.4745 0.0 0.0 0.1 -0.3352
C -1.3214 -0.4146 -2.7279 0.0 -0.1 0.0 -0.2044
C -2.7447 -0.1300 -0.6944 0.0 0.0 0.0 -0.0394
C -3.1626 -0.5433 0.5562 0.0 0.0 0.0 -0.0053
H -1.5819 -3.5417 0.7034 0.0 0.0 0.0 0.1277
H -0.8474 -2.8034 -1.5600 0.0 0.0 0.0 0.1113
H -1.9055 0.3719 -3.2029 0.0 0.0 0.0 0.0633
H -1.0189 -1.1869 -3.4340 -0.1 0.0 -0.1 0.0635
H -3.0992 0.8134 -1.0928 0.0 0.0 0.0 0.1168
H -3.8306 0.0538 1.1617 0.0 0.0 0.0 0.1279
C -1.6737 -0.8701 5.2201 0.0 0.0 0.0 -0.0306
C -1.0111 -0.4883 3.9312 0.0 0.0 0.0 -0.2656
C -0.1394 -1.3439 3.2710 0.0 0.0 0.0 -0.0260
C 0.4222 -0.9497 2.0683 0.0 0.0 0.0 -0.1511
N 0.1829 0.2252 1.4865 0.2 0.1 0.1 0.0313
C -0.6491 1.0497 2.1284 0.0 0.0 0.0 -0.1489
C -1.2583 0.7432 3.3299 0.0 0.0 0.0 -0.0245
H -1.3245 -1.8369 5.5769 0.0 0.0 0.0 0.0825
H -2.7550 -0.9268 5.0865 0.0 0.0 0.0 0.0907
H -1.4769 -0.1252 5.9918 0.0 0.0 0.0 0.0902
H 0.0950 -2.3179 3.6808 0.0 0.0 0.0 0.1194
H 1.0882 -1.6229 1.5374 0.0 0.0 0.0 0.1059
H -0.8500 2.0004 1.6454 0.0 0.0 0.0 0.1068
H -1.9267 1.4593 3.7915 0.0 0.0 0.0 0.1212
```
Positions in Å, forces in eV/Å.

Summary:
**LUMO (alpha / beta)**: -0.103 / -0.103 Eh
**Total charge**: +1
**HOMO energy (alpha / beta)**: -10.87 / -10.87 eV
**Calculated total energy**: -30203.6308 eV
**Molecular weight**: 411.84 Da


4.
The following is a quantum chemistry calculation of a structure of composition C17H26MoN2O3Si, from the OMol25 dataset.

Geometry as XYZ:
```
50
Properties=species:S:1:pos:R:3:forces:R:3:lowdin_charge:R:1
Mo 0.1534 0.2198 -0.0086 0.0 -0.2 -0.2 1.6378
N -1.3077 1.3207 -1.3177 -0.1 0.0 0.1 -0.0068
C -0.7448 2.5182 -1.9327 0.1 0.1 -0.1 -0.2231
C -1.4690 3.4081 -2.6735 0.0 0.0 0.0 0.0278
C -0.8265 4.5252 -3.2466 0.0 0.0 0.0 -0.0157
C 0.5152 4.7184 -3.0713 0.0 0.0 0.0 0.0230
C 1.2796 3.8047 -2.3068 0.0 0.0 0.0 -0.1229
C 2.6637 3.9479 -2.0720 0.0 0.0 0.0 0.0661
C 3.3212 3.0222 -1.3030 0.0 0.0 0.0 0.0109
C 2.6116 1.9496 -0.7623 0.1 0.0 0.0 -0.0582
N 1.3026 1.7723 -0.9628 0.0 0.0 -0.2 -0.0569
C 0.6331 2.6928 -1.7358 -0.1 0.1 0.0 -0.1639
H -1.5506 0.6457 -2.0474 0.0 0.0 0.0 0.1217
H -2.1902 1.5299 -0.8469 0.0 0.0 0.0 0.1204
H -2.5318 3.2630 -2.8254 0.0 0.0 0.0 0.1353
H -1.4083 5.2266 -3.8274 0.0 0.0 0.0 0.1293
H 1.0103 5.5752 -3.5089 0.0 0.0 0.0 0.1370
H 3.1931 4.7908 -2.4981 0.0 0.0 0.0 0.1446
H 4.3795 3.0999 -1.1023 0.0 0.0 0.0 0.1330
H 3.1189 1.2125 -0.1550 0.0 0.0 0.0 0.1031
C 3.1986 -2.7893 3.0714 0.0 0.0 0.0 0.0151
C 2.1273 -1.7252 2.8646 0.1 0.0 0.0 -0.5344
C 1.8634 -0.9158 4.1369 0.0 0.0 0.0 0.0182
O 0.9178 -2.2868 2.3597 0.0 0.0 0.0 -0.0305
C 2.6191 -0.7444 1.8118 0.0 0.1 0.0 -0.3717
O 3.6951 -0.3123 1.6181 0.0 -0.1 0.0 0.2164
O 1.5407 -0.2451 1.0086 -0.2 -0.1 0.0 -0.2981
H 2.9158 -3.4191 3.9155 0.0 0.0 0.0 0.1059
H 4.1593 -2.3319 3.2987 0.0 0.0 0.0 0.1065
H 3.3050 -3.4092 2.1819 0.0 0.0 0.0 0.1067
H 1.5621 -1.6000 4.9299 0.0 0.0 0.0 0.1060
H 1.0619 -0.1934 3.9790 0.0 0.0 0.0 0.0962
H 2.7630 -0.3936 4.4605 0.0 0.0 0.0 0.1100
H 0.7304 -3.0791 2.8775 0.0 0.0 0.0 0.1220
C -4.0518 -0.8511 -0.4699 0.1 0.0 0.0 -0.1783
Si -2.7711 -2.2048 -0.3834 0.0 0.0 -0.3 0.4728
C -2.8762 -3.1887 1.1915 0.0 0.1 0.0 -0.1607
C -2.6384 -3.2485 -1.9110 0.0 0.0 0.1 -0.1652
C -1.0650 -1.2799 -0.1755 0.2 0.3 0.6 -0.3547
H -5.0502 -1.2872 -0.3984 0.0 0.0 0.0 0.0525
H -4.0252 -0.2972 -1.4114 0.0 0.0 0.0 0.0307
H -3.9603 -0.1485 0.3631 0.0 0.0 0.0 0.0387
H -3.8237 -3.7317 1.2150 0.0 0.0 0.0 0.0536
H -2.8411 -2.5589 2.0821 0.0 0.0 0.0 0.0455
H -2.0763 -3.9281 1.2553 0.0 0.0 0.0 0.0446
H -3.5228 -3.8811 -2.0069 0.0 0.0 0.0 0.0519
H -1.7721 -3.9102 -1.8607 0.0 0.0 0.0 0.0461
H -2.5624 -2.6559 -2.8234 0.0 0.0 0.0 0.0396
H -0.3182 -2.0198 0.1947 0.1 0.1 0.0 0.0410
H -1.2580 -0.6065 0.8293 -0.3 -0.2 0.0 0.0313
```
Positions in Å, forces in eV/Å.

Summary:
**LUMO (alpha / beta)**: -0.302 / -0.304 Eh
**Total charge**: +2
**HOMO energy (alpha / beta)**: -15.54 / -15.62 eV
**Calculated total energy**: -36891.6859 eV
**Molecular weight**: 430.43 Da


5.
The following is a quantum chemistry calculation of the molecule C17H26N2O3, from the OMol25 dataset.

Geometry as XYZ:
```
48
Properties=species:S:1:pos:R:3:forces:R:3:lowdin_charge:R:1
C -6.2194 2.3295 1.0025 -0.1 0.1 0.2 -0.0909
O -5.5198 1.9502 -0.1573 0.2 -0.2 -0.2 -0.0851
C -4.6661 0.8911 -0.0855 0.1 0.0 -0.1 -0.2772
C -4.4078 0.1472 1.0609 -0.2 0.2 0.1 -0.0116
C -3.5163 -0.9102 1.0120 0.1 -0.1 -0.2 -0.0230
C -2.8673 -1.2561 -0.1647 -0.2 0.0 -0.1 -0.2571
C -1.8734 -2.3783 -0.1801 0.2 -0.1 0.2 -0.0539
C -0.5178 -1.9607 0.3960 -0.5 -0.1 -0.3 -0.4952
O 0.1352 -2.6781 1.1229 0.2 -0.3 0.2 0.0597
N -0.1182 -0.7337 0.0049 0.1 0.4 -0.2 0.0844
C 1.1498 -0.1658 0.3849 0.4 0.0 -0.1 -0.1144
C 2.1614 -0.1181 -0.7911 -0.4 -0.1 -0.1 -0.5161
C 1.6305 0.8113 -1.8937 0.1 -0.1 0.2 -0.0369
C 2.3093 -1.5259 -1.3871 -0.1 0.2 0.1 -0.0292
N 3.4817 0.3575 -0.3698 0.1 0.1 0.0 -0.1165
C 4.2073 -0.4838 0.5692 0.4 0.1 0.0 -0.1584
C 5.6699 -0.0330 0.5896 -0.2 -0.4 0.1 -0.1928
O 5.7913 1.3116 0.9894 0.1 0.0 0.2 -0.1310
C 5.0388 2.1395 0.1373 -0.3 0.2 -0.1 -0.1962
C 3.5640 1.7276 0.1078 0.4 0.1 0.0 -0.1647
C -3.1315 -0.5052 -1.3071 -0.1 0.0 0.1 -0.0515
C -4.0166 0.5516 -1.2727 -0.2 0.2 0.1 0.0011
H -5.5376 2.6398 1.8010 0.0 0.0 0.0 0.0954
H -6.8379 3.1763 0.7095 0.0 -0.1 0.1 0.0929
H -6.8623 1.5217 1.3668 0.0 0.0 0.0 0.0958
H -4.8937 0.3788 1.9954 -0.1 0.1 0.1 0.1033
H -3.3222 -1.4790 1.9094 0.0 -0.1 0.1 0.1230
H -1.7013 -2.7245 -1.2023 0.0 0.0 0.0 0.1252
H -2.2273 -3.2239 0.4109 0.1 0.0 -0.1 0.1259
H -0.7180 -0.1925 -0.5976 -0.1 -0.1 0.1 0.1265
H 1.5447 -0.8031 1.1795 0.0 0.1 0.0 0.1226
H 0.9886 0.8435 0.7771 0.0 -0.1 0.0 0.1277
H 0.8161 0.3307 -2.4293 -0.1 0.0 -0.1 0.0740
H 2.4267 1.0241 -2.6019 0.1 0.0 -0.1 0.0931
H 1.2561 1.7488 -1.4901 0.0 0.2 0.0 0.0746
H 2.3744 -2.2824 -0.6105 0.0 -0.1 0.0 0.0774
H 3.1983 -1.5678 -2.0103 0.1 0.0 -0.1 0.0927
H 1.4454 -1.7648 -2.0015 -0.1 -0.1 0.0 0.0783
H 4.1692 -1.5239 0.2558 0.0 0.0 0.0 0.1167
H 3.8045 -0.4020 1.5928 0.0 -0.1 0.0 0.1306
H 6.2439 -0.6197 1.3087 0.0 0.0 -0.1 0.1254
H 6.0986 -0.1617 -0.4159 0.0 0.0 0.1 0.1274
H 5.1474 3.1557 0.5209 0.0 0.0 -0.1 0.1247
H 5.4429 2.0878 -0.8853 -0.1 0.0 0.1 0.1273
H 3.0347 2.3995 -0.5644 0.0 0.0 0.0 0.1128
H 3.1518 1.8364 1.1260 0.0 0.1 -0.1 0.1290
H -2.6480 -0.7588 -2.2409 0.0 0.0 -0.1 0.1159
H -4.2276 1.1320 -2.1569 0.0 0.1 -0.1 0.1182
```
Positions in Å, forces in eV/Å.

Summary:
**Structure (SMILES)**: COc1ccc(CC(=O)NCC(C)(C)N2CCOCC2)cc1
**LUMO**: 0.023 Eh
**HOMO energy**: -8.35 eV
**Calculated total energy**: -27173.5446 eV
**Molecular weight**: 306.41 Da


Q: Number 1 is which compound?
A: C17H25NO10